{
  "formula": "C4H12N2",
  "method": "wB97M-V/def2-TZVPD",
  "homo_lumo_gap_ev": 9.797,
  "smiles": "C=CC.NCN",
  "max_force_ev_per_a": 1.2,
  "homo_ev": -8.812,
  "charge": 0,
  "e_tot_ha": -269.0455,
  "symbols": ["H", "H", "N", "H", "H", "H", "H", "H", "C", "H", "C", "C", "C", "H", "H", "H", "H", "N"],
  "xyz": [[0.94770, -1.82859, -1.14783], [1.79426, 1.23816, -1.49204], [2.11686, 0.43822, -2.01318], [3.52556, -1.08312, -1.70056], [-3.66716, 0.99077, 1.69500], [-0.68177, 0.42764, 1.87503], [1.71213, -1.71699, 0.32702], [-2.42513, 1.77569, 2.76887], [-1.62378, 0.40056, 1.33595], [3.14122, -0.14277, -0.26169], [2.71933, -0.56725, -1.17276], [-1.78590, -0.44247, 0.31994], [-2.66568, 1.40908, 1.76742], [1.37913, 0.01640, -2.55672], [-2.54637, 2.25957, 1.09981], [-2.78298, -0.80684, 0.08652], [-0.95035, -0.79051, -0.26722], [1.79291, -1.57756, -0.66356]],
  "atomic_forces_ev_per_a": [[0.21, 0.23, -0.25], [-0.36, -0.12, 0.00], [0.59, 0.05, -0.06], [-0.03, 0.20, -0.22], [-0.15, 0.23, 0.06], [0.39, 0.57, -0.58], [0.00, 0.27, 0.01], [-0.43, -0.11, 0.02], [-0.15, 0.16, -0.01], [0.28, 0.40, -0.30], [-0.52, -0.82, 0.72], [-0.26, -0.08, 0.34], [0.73, -0.72, 0.51], [-0.14, 0.30, -0.09], [-0.27, 0.09, -0.09], [-0.02, 0.62, -0.71], [0.16, -0.74, 0.46], [-0.01, -0.55, 0.19]]
}